This record from the OMol25 dataset describes C24H24Cl5FeN4O6S as an isolated structure. The level of theory is ωB97M-V with the def2-TZVPD basis set.

Last column: Mulliken charge in e.
Atoms and positions in Å:
C: 3.9276 0.0718 4.1381  -0.62
H: -1.3120 3.6419 0.6081  0.45
C: -4.9340 -0.6946 -1.6572  -0.39
O: -0.1246 -0.8147 -2.8267  -0.63
H: 4.5070 -0.4985 4.8630  0.36
C: 1.3547 -4.6916 0.7311  -0.27
C: 0.6537 -3.5046 0.8670  1.20
H: -1.0998 4.5487 -0.8960  0.47
H: 3.0120 1.5725 5.4379  0.38
H: -5.9207 -1.7838 -4.7083  0.39
C: -3.7115 -1.3486 -1.5990  0.38
O: 0.7329 -0.9420 2.7009  -0.94
N: -0.1364 0.2688 -0.8169  0.70
C: 2.7200 0.7607 4.7722  -0.59
C: -5.2970 -1.6595 -3.8331  -0.45
Fe: -0.4433 -0.9573 0.9431  -0.21
H: -6.6789 -0.3521 -2.8376  0.38
C: 3.3673 -0.8439 3.0514  -0.91
H: 0.1839 1.3733 -3.8585  0.29
C: 1.0245 -2.2979 0.2887  -1.86
C: 2.5764 2.7686 -0.3141  -0.85
H: -2.7381 1.9732 -0.5472  0.11
H: 4.0654 -1.0659 2.2452  0.41
C: 2.9907 -3.4693 -0.5467  -0.24
H: -5.2552 -0.0766 -0.8309  0.43
Cl: -0.7595 -3.4431 1.8951  -0.15
C: 1.2568 3.5258 -0.1982  -1.55
O: -2.2554 -0.3590 1.3841  -0.49
H: 1.3230 4.4678 -0.7428  0.50
H: 2.3098 2.1762 3.1538  0.36
H: 2.5813 1.8703 0.3082  -0.13
C: 0.2129 2.6788 -2.2892  -0.23
Cl: 0.7861 -6.1457 1.4562  -0.20
O: 0.4123 3.6605 -2.9689  -0.65
Cl: 3.4553 -6.1142 -0.1909  -0.20
N: -2.8527 -1.2091 -0.4507  1.09
H: 1.0333 3.7508 0.8462  0.43
H: 2.7678 2.4589 -1.3448  0.29
H: -2.2944 -2.6096 -2.5599  0.41
H: 0.8331 1.4408 3.8157  0.37
H: 4.5914 0.8178 3.6953  0.29
C: -5.7227 -0.8563 -2.7824  -0.55
C: -3.2662 -2.1439 -2.6367  -0.15
C: 2.2247 -2.3050 -0.4012  1.84
O: -0.0653 1.2911 1.1094  -0.79
C: 0.0575 2.7627 -0.7787  2.52
S: 1.9155 -0.0133 2.3364  1.35
C: 2.5405 -4.6694 0.0022  0.65
N: 0.0930 1.4330 -2.8536  0.22
C: -0.0701 0.2084 -2.1913  -0.50
H: 2.1393 0.0393 5.3503  0.27
C: -1.2393 3.5513 -0.4767  -1.39
H: 2.9665 -1.7763 3.4525  0.35
H: -2.4355 2.7472 -2.1118  0.28
O: -1.7708 -1.9135 -0.3953  -0.45
C: -0.0446 1.4004 -0.1428  0.44
C: -2.5116 2.9218 -1.0359  -1.02
H: -3.7277 -2.9185 -4.5742  0.38
N: -3.1570 -0.4008 0.4544  -0.62
H: 3.4073 3.4035 -0.0049  0.50
C: -4.0698 -2.2976 -3.7568  -0.76
Cl: 4.4946 -3.4415 -1.3885  -0.19
H: -3.3601 3.5864 -0.8723  0.55
Cl: 2.8481 -0.8317 -1.0914  -0.18
C: 1.8881 1.2764 3.6060  -0.91

Summary:
- Total energy: -151356.53306 eV
- ΔE to the lowest compared entry with this formula, charge and spin: 0.0 kcal/mol
- Highest occupied orbital energy (spin up / spin down): -8.80 / -8.84 eV
- Expectation value of S²: 8.76
- Multiplicity: 6
- Molar mass: 729.65 g/mol
- Orbital gap (spin up / spin down): 0.330 / 0.293 Eh